Density functional theory data (ωB97M-V/def2-TZVPD) for a cluster of 2 separate species, C3H8O2S in total at a distorted geometry.

Properties
Structure (SMILES) = O=CO.CSC
Highest occupied orbital energy = -8.6 eV
Energy above the lowest of the compared OMol25 structures with the same formula, charge and spin = 125.2 kJ/mol
E_LUMO = 0.7709 eV
Kohn-Sham gap = 9.355 eV

XYZ file:
```
14
Properties=species:S:1:pos:R:3:lowdin_charge:R:1
O 3.73310 1.40831 -0.05757 0.05
C 2.65699 0.90487 0.21978 -0.38
O 2.55572 -0.42766 0.38700 0.05
H 1.68216 1.35246 0.22562 0.12
H 3.56276 -0.52966 0.17008 0.16
C -1.24265 0.56771 0.42784 -0.45
S -2.13304 -0.35266 -0.82249 0.74
C -2.93610 -1.50816 0.38772 -0.39
H -1.23588 1.59339 0.15504 0.02
H -1.56691 0.35194 1.42751 0.03
H -0.21146 0.35926 0.40651 -0.03
H -2.72891 -2.48478 0.13236 -0.02
H -4.01275 -1.23442 0.35291 0.04
H -2.54044 -1.39729 1.44229 0.05
```

=====

Density functional theory data (ωB97M-V/def2-TZVPD) for a cluster of 3 separate species, C3H8O2S in total at a distorted geometry.

Properties
Highest occupied orbital energy = -9.6 eV
Energy above the lowest of the compared OMol25 structures with the same formula, charge and spin = 266.3 kJ/mol
E_LUMO = -0.7208 eV
Kohn-Sham gap = 8.866 eV

XYZ file:
```
14
Properties=species:S:1:pos:R:3:lowdin_charge:R:1
O 2.77635 -0.70106 -0.51664 0.07
C 2.22538 0.30671 -0.16776 -0.29
C 0.79791 0.37920 0.27908 -0.25
C -0.07395 1.13399 -0.73223 -0.62
S -1.84176 0.69345 -0.69425 0.62
H 2.78606 1.24981 -0.00163 0.13
H 0.82373 0.74777 1.31777 0.13
H 0.30990 -0.59808 0.25336 0.09
H -0.00919 2.21903 -0.53973 0.07
H 0.22302 0.95009 -1.76316 0.07
H -1.96252 0.64563 1.18615 0.13
H -2.10838 -3.10410 0.30595 0.03
H -2.09797 -1.59059 0.25204 -0.08
O -1.84857 -2.33185 0.82104 -0.10
```

=====

Density functional theory data (ωB97M-V/def2-TZVPD) for a structure of composition C3H8O2S2 at a distorted geometry.

Properties
Highest occupied orbital energy (alpha / beta) = -0.9 / -4.2 eV
Multiplicity = 2
Energy above the lowest of the compared OMol25 structures with the same formula, charge and spin = 172.8 kJ/mol
E_LUMO (alpha / beta) = 3.2949 / 3.2545 eV
Charge = -1
Kohn-Sham gap (alpha / beta) = 4.184 / 7.468 eV
Expectation value of S² = 0.7532

XYZ file:
```
15
Properties=species:S:1:pos:R:3:lowdin_spin:R:1
C -0.99138 0.05907 0.01880 0.10
C -0.20429 1.20339 -0.51817 0.46
O -0.03745 1.46921 -1.75003 0.23
C -0.66264 -0.10557 1.52361 0.02
S -0.19312 -1.82720 1.99575 0.00
S 1.74741 -1.81896 1.15586 0.02
H -0.82325 -0.88027 -0.52071 0.01
H -2.08246 0.25642 0.03897 0.04
H 0.04014 2.01592 0.22186 0.04
H -1.57265 -0.00148 2.12762 0.00
H 0.10269 0.60037 1.84098 0.00
H 1.52180 -0.75735 0.41200 0.01
H 0.54204 0.52646 -2.03411 0.01
H 1.58696 -0.42210 -2.64314 0.00
O 1.02621 -0.31791 -1.86928 0.04
```

=====

Density functional theory data (ωB97M-V/def2-TZVPD) for a structure of composition C3H8O2SSi at a distorted geometry.

Properties
Highest occupied orbital energy = -9.1 eV
Energy above the lowest of the compared OMol25 structures with the same formula, charge and spin = 129.2 kJ/mol
E_LUMO = 0.6864 eV
Kohn-Sham gap = 9.794 eV

XYZ file:
```
15
Properties=species:S:1:pos:R:3:lowdin_charge:R:1
C -0.19403 -1.46216 0.83176 -0.36
C 0.63284 0.87329 -0.49050 -0.66
C 0.35321 1.89426 0.54993 -0.09
O 1.54381 -1.48252 -0.95472 -0.57
O -0.45240 0.48330 -1.24687 -0.29
Si -1.21666 -0.91368 -0.70104 0.59
S 1.43105 -0.61242 0.23313 0.92
H -0.62376 -1.16633 1.78217 0.03
H 0.07011 -2.45055 0.98647 0.01
H 1.27761 1.31732 -1.31902 0.16
H 0.44921 1.34844 1.52875 0.08
H -0.72788 2.23298 0.44538 0.12
H 1.01864 2.75095 0.51173 0.08
H -0.85435 -2.11529 -1.65035 0.00
H -2.70738 -0.69759 -0.50682 -0.03
```

=====

Density functional theory data (ωB97M-V/def2-TZVPD) for a cluster of 2 separate species, C3H8O2Si in total at a distorted geometry.

Properties
Structure (SMILES) = O=[SiH2].C=C(C)O
Highest occupied orbital energy = -8.8 eV
Energy above the lowest of the compared OMol25 structures with the same formula, charge and spin = 362.3 kJ/mol
E_LUMO = -0.3881 eV
Kohn-Sham gap = 8.387 eV

XYZ file:
```
14
Properties=species:S:1:pos:R:3:lowdin_charge:R:1
O 0.48410 0.66058 2.49423 -0.42
Si -0.52936 -0.45201 2.66141 0.65
H -0.41250 -1.13929 3.93521 -0.07
H -1.51955 -0.73736 1.63678 -0.05
C -0.14754 -0.83868 -0.28629 -0.06
C 0.41189 0.26013 -0.82048 -0.43
C -0.08834 0.68927 -2.16989 -0.03
O 1.37993 1.06373 -0.27577 0.04
H -0.85632 -1.37586 -0.84988 0.05
H 0.30239 -1.36313 0.57592 0.03
H 0.10227 -0.13057 -2.77385 0.06
H -1.11979 1.08068 -2.21309 0.10
H 0.54954 1.44682 -2.57840 0.07
H 1.44328 0.83570 0.66411 0.06
```

=====

Density functional theory data (ωB97M-V/def2-TZVPD) for a cluster of 2 separate species, C3H8O3 in total at a distorted geometry.

Properties
Structure (SMILES) = C=C(C)O.OO
Highest occupied orbital energy = -9.0 eV
Energy above the lowest of the compared OMol25 structures with the same formula, charge and spin = 453.3 kJ/mol
E_LUMO = 0.6924 eV
Kohn-Sham gap = 9.730 eV

XYZ file:
```
14
Properties=species:S:1:pos:R:3:lowdin_charge:R:1
C 1.48780 -1.00724 0.01634 0.03
C 0.40793 -0.43722 0.46800 -0.50
C -0.97509 -1.09618 0.48701 -0.02
O 0.49620 0.78865 1.06735 -0.03
H 2.56306 -0.64230 0.07002 0.10
H 1.30478 -1.98848 -0.37564 0.05
H -1.42969 -1.00295 -0.54711 0.10
H -0.78674 -2.08992 0.85472 0.08
H -1.64662 -0.55559 1.13618 0.07
H -0.41856 1.16734 1.12379 0.11
O 0.21465 2.29904 -1.22187 -0.11
O -0.98033 1.58744 -0.86540 -0.14
H 0.97545 1.98279 -0.56997 0.14
H -1.21284 0.99463 -1.64342 0.13
```

=====

Which formula does entry 5 have?
C3H8O2Si